Formula: C34H97N7O13
Source: OMol25
Level of theory: ωB97M-V with the def2-TZVPD basis set

Each line ends with the Löwdin charge.
Element x y z (Å)
C 2.339 0.812 -3.712  -0.177
O 1.220 0.168 -4.254  -0.137
H 2.676 0.234 -2.844  0.069
H 3.145 0.968 -4.418  0.074
H 2.043 1.803 -3.333  0.072
H 0.674 -0.088 -3.496  0.030
C -4.297 -1.779 0.367  -0.164
O -3.069 -2.359 0.043  -0.136
H -4.778 -2.282 1.209  0.079
H -4.116 -0.718 0.521  0.076
H -5.004 -1.826 -0.473  0.080
H -3.260 -3.151 -0.469  0.083
C 4.145 -5.048 2.814  -0.053
C 5.093 -4.979 1.619  -0.430
C 4.509 -4.181 0.495  -0.214
O 4.169 -2.897 0.967  -0.215
C 3.913 -2.016 -0.082  -0.098
N 6.406 -4.456 2.037  0.049
H 3.141 -5.391 2.527  0.077
H 3.992 -4.038 3.196  0.070
H 4.535 -5.727 3.567  0.076
H 5.265 -5.978 1.202  0.137
H 3.558 -4.687 0.227  0.111
H 5.076 -4.138 -0.441  0.131
H 4.788 -1.934 -0.721  0.101
H 3.573 -1.073 0.345  0.074
H 3.008 -2.360 -0.611  0.086
H 6.311 -3.452 2.190  0.059
H 6.578 -4.848 2.958  0.063
C -2.373 3.012 -5.599  -0.065
C -2.166 3.003 -4.091  -0.454
C -1.447 4.221 -3.635  -0.201
O -1.425 4.168 -2.208  -0.240
C -0.793 5.276 -1.615  -0.108
N -3.434 2.813 -3.388  0.071
H -3.040 3.837 -5.890  0.081
H -2.827 2.102 -5.991  0.072
H -1.453 3.223 -6.154  0.080
H -1.456 2.169 -3.910  0.135
H -1.988 5.161 -3.871  0.134
H -0.447 4.367 -4.064  0.136
H -1.147 5.362 -0.579  0.077
H -1.111 6.258 -1.991  0.100
H 0.277 5.059 -1.622  0.087
H -3.194 2.790 -2.390  0.048
H -3.793 1.900 -3.605  0.074
C -6.450 5.755 -1.301  -0.077
C -5.179 5.102 -0.886  -0.464
C -5.351 3.592 -0.735  -0.227
O -4.158 2.922 -0.576  -0.216
C -3.494 3.227 0.614  -0.097
N -4.084 5.507 -1.764  0.069
H -6.759 5.466 -2.311  0.085
H -6.415 6.844 -1.275  0.079
H -7.282 5.484 -0.638  0.082
H -4.896 5.445 0.118  0.130
H -5.918 3.109 -1.525  0.130
H -5.913 3.526 0.214  0.125
H -3.030 4.218 0.578  0.084
H -2.619 2.561 0.652  0.080
H -4.073 2.961 1.503  0.100
H -3.249 4.937 -1.613  0.021
H -4.327 5.165 -2.707  0.075
C -1.449 -2.512 2.925  -0.056
C -1.863 -1.139 3.411  -0.391
C -2.733 -1.152 4.618  -0.203
O -2.820 0.175 5.125  -0.205
C -3.470 0.246 6.338  -0.136
N -0.602 -0.301 3.646  0.044
H -1.331 -3.243 3.735  0.083
H -0.472 -2.438 2.447  0.070
H -2.133 -2.947 2.197  0.061
H -2.271 -0.610 2.541  0.130
H -2.334 -1.845 5.375  0.132
H -3.763 -1.475 4.394  0.136
H -3.379 1.290 6.641  0.092
H -2.962 -0.315 7.138  0.093
H -4.509 -0.085 6.284  0.090
H -0.977 0.536 4.116  0.075
H -0.002 -0.691 4.380  0.086
C -0.251 -4.071 -4.720  -0.058
C -1.770 -4.225 -4.594  -0.457
C -2.492 -3.510 -5.726  -0.195
O -3.868 -3.877 -5.702  -0.212
C -4.711 -3.093 -4.863  -0.092
N -2.075 -5.660 -4.567  0.050
H 0.034 -4.275 -5.757  0.085
H 0.217 -4.866 -4.129  0.054
H 0.171 -3.146 -4.336  0.076
H -2.037 -3.694 -3.668  0.118
H -2.123 -3.879 -6.685  0.130
H -2.344 -2.430 -5.603  0.132
H -5.740 -3.408 -5.035  0.087
H -4.640 -2.050 -5.155  0.082
H -4.496 -3.255 -3.798  0.082
H -1.409 -6.148 -5.159  0.070
H -2.988 -5.756 -5.023  0.069
C 2.904 3.010 1.446  -0.087
C 2.503 4.241 0.686  -0.428
C 1.531 5.016 1.556  -0.201
O 1.456 6.380 1.103  -0.236
C 0.518 7.218 1.771  -0.100
N 3.749 5.051 0.466  0.038
H 3.415 3.312 2.371  0.083
H 3.487 2.240 0.954  0.068
H 2.048 2.497 1.918  0.078
H 2.117 3.977 -0.300  0.125
H 1.971 5.134 2.565  0.134
H 0.534 4.550 1.583  0.123
H -0.268 6.697 2.306  0.083
H 0.242 7.991 1.052  0.085
H 1.122 7.822 2.477  0.087
H 4.036 5.424 1.377  0.071
H 3.417 5.919 0.024  0.065
C 5.602 0.396 2.374  -0.058
C 4.953 -0.684 3.219  -0.430
C 5.734 -0.948 4.467  -0.254
O 5.208 -2.068 5.086  -0.188
C 5.958 -2.464 6.192  -0.114
N 3.556 -0.261 3.596  0.071
H 4.991 0.436 1.469  0.054
H 6.645 0.149 2.167  0.081
H 5.589 1.406 2.790  0.080
H 4.893 -1.573 2.577  0.104
H 5.610 -0.053 5.096  0.138
H 6.794 -1.076 4.209  0.132
H 6.832 -3.066 5.907  0.089
H 5.313 -3.061 6.829  0.087
H 6.327 -1.576 6.717  0.089
H 3.161 -0.954 4.225  0.059
H 2.977 -0.217 2.759  0.046
C -0.076 -4.515 -1.233  -0.269
C 0.704 -5.804 -1.301  -0.268
O 0.067 -6.889 -0.689  -0.039
O -0.265 -4.084 0.087  -0.049
H -1.022 -4.667 -1.759  0.112
H 0.505 -3.782 -1.811  0.106
H 1.695 -5.650 -0.857  0.109
H 0.925 -6.033 -2.353  0.111
H -0.850 -6.874 -0.989  0.094
H 0.556 -4.305 0.545  0.089
C -0.624 -0.136 -0.903  -0.190
C 0.216 0.709 0.056  -0.238
O 0.898 -0.112 0.985  -0.100
O 0.260 -0.860 -1.758  -0.081
H -1.185 0.589 -1.506  0.121
H -1.277 -0.780 -0.316  0.102
H -0.465 1.302 0.688  0.109
H 0.897 1.396 -0.447  0.112
H 0.375 -0.107 1.802  0.028
H 0.717 -1.534 -1.243  0.070

The SMILES is COC[C@H](C)N.COC[C@H](C)N.COC[C@H](C)N.COC[C@H](C)N.COC[C@H](C)N.COC[C@H](C)N.COC[C@H](C)N.OCCO.OCCO.CO.CO. The value obtained for the relative energy (zero: lowest compared OMol25 entry of this formula, charge and spin) is 0.0 kJ/mol. The HOMO energy comes out at -8.805 eV. The frontier orbital gap comes out at 9.14 eV. The spin multiplicity is 1.